Molecular formula: C14H28N
Method: DFT, the ωB97M-V functional and the def2-TZVPD basis

```
43
Properties=species:S:1:pos:R:3:forces:R:3
C 4.75394 0.79362 2.15560 -0.8 -0.7 -0.3
C 3.55025 0.53418 2.00597 3.7 0.3 0.4
C 2.04715 0.23109 1.98562 7.7 -3.3 -0.7
H 1.90415 0.12085 0.97402 -1.5 -1.0 -2.0
H 1.84431 1.10230 2.31715 -3.5 5.7 2.7
N 1.87464 -0.85359 2.91145 -4.2 -3.5 1.0
C 2.30400 -0.54198 4.37430 4.7 -17.0 -6.2
H 1.76341 0.04537 4.66893 -9.6 12.2 6.1
H 1.95653 -1.68926 4.90189 1.1 3.7 -1.2
H 3.30008 -0.57809 4.28280 3.6 0.9 0.6
C 2.34631 -2.22006 2.50162 6.6 2.0 -5.4
H 2.23392 -3.14937 3.04908 -0.5 0.7 0.7
H 3.70789 -1.98158 2.24035 -4.0 -1.1 1.2
H 2.08240 -2.33061 1.37111 0.0 -0.1 2.3
C 0.36233 -1.21019 2.79776 1.3 13.6 -0.2
C -0.31609 -1.06873 1.56163 0.4 -2.1 -5.7
H -1.03359 -1.81149 1.42188 -1.0 -2.4 0.6
H 0.40740 -1.41147 0.74889 -0.6 0.4 0.6
C -1.12829 0.05092 0.96529 4.5 6.5 9.2
C -1.67429 0.10848 -0.27362 7.1 -5.5 -3.6
C -0.52345 -0.06350 -1.49199 -3.9 8.9 3.8
C -1.25900 -0.01823 -2.67684 0.2 -3.4 -9.5
C -2.09032 1.15573 -3.21488 10.7 -1.3 -5.6
C -2.53444 1.17754 -4.58873 6.3 -10.8 -2.2
C -3.32891 2.01369 -5.17820 -3.1 13.2 -4.3
H -3.67250 2.20937 -6.23754 0.7 -1.7 1.0
H -4.00665 2.52029 -4.59904 -3.3 -0.1 1.8
H -2.78911 3.09731 -5.04266 0.0 -1.2 -1.0
H -1.58431 1.03985 -5.30630 -1.5 0.0 1.6
H -3.12289 0.26759 -4.85419 0.9 -1.1 0.8
H -1.42610 1.95001 -3.17410 1.0 2.4 0.9
H -2.77802 1.19829 -2.67887 -11.1 1.6 8.8
H -1.92228 -0.94623 -2.91112 1.2 1.1 0.9
H -0.29328 -0.20842 -3.65251 -2.8 0.5 2.5
H 0.09068 0.96043 -1.43607 -0.6 -2.5 0.3
H -0.09961 -0.89022 -1.28951 3.8 -5.6 0.9
H -2.24390 0.75324 -0.60370 -5.0 7.8 -2.0
H -2.33057 -0.64365 -0.30658 -2.4 -4.0 -0.8
H -1.82231 0.36720 1.78476 -0.2 -0.6 -0.5
H -0.34936 0.95567 1.22261 -1.6 -1.1 -1.2
H 0.06380 -1.83443 3.37783 -2.5 -8.4 6.6
H -0.18376 -0.13599 3.65032 1.3 -2.6 -2.4
H 5.91981 0.93407 2.24559 -3.2 -0.2 -0.3
```
Forces are in eV/Å.

Results
E (Eh): -604.03520
2S+1: 1
Relative energy (zero: lowest compared OMol25 entry of this formula, charge and spin) (kJ/mol): 1762.7
Net charge: +1
M (g/mol): 210.39
HOMO-LUMO gap (eV): 8.5

Listed below, in e, are the Löwdin charges computed for each atom: atom 1 (C): 0.131, atom 2 (C): -0.099, atom 3 (C): -0.135, atom 4 (H): 0.118, atom 5 (H): 0.077, atom 6 (N): -0.290, atom 7 (C): 0.144, atom 8 (H): -0.052, atom 9 (H): 0.219, atom 10 (H): 0.058, atom 11 (C): -0.010, atom 12 (H): 0.103, atom 13 (H): 0.216, atom 14 (H): 0.125, atom 15 (C): -0.108, atom 16 (C): -0.236, atom 17 (H): 0.124, atom 18 (H): 0.132, atom 19 (C): -0.263, atom 20 (C): -0.166, atom 21 (C): -0.163, atom 22 (C): -0.242, atom 23 (C): -0.205, atom 24 (C): -0.395, atom 25 (C): -0.210, atom 26 (H): 0.128, atom 27 (H): 0.050, atom 28 (H): 0.137, atom 29 (H): 0.174, atom 30 (H): 0.142, atom 31 (H): 0.119, atom 32 (H): 0.006, atom 33 (H): 0.149, atom 34 (H): 0.202, atom 35 (H): 0.177, atom 36 (H): 0.025, atom 37 (H): 0.039, atom 38 (H): 0.104, atom 39 (H): 0.141, atom 40 (H): 0.155, atom 41 (H): 0.016, atom 42 (H): 0.255, atom 43 (H): 0.107